Molecular formula: C6H6
Method: DFT, ωB97M-V/def2-TZVPD

Results
Energy above the lowest of the compared OMol25 structures with the same formula, charge and spin in kJ/mol: 580.7
Total energy in Eh: -232.00514
HOMO energy (alpha / beta) in Ha: -0.3142 / -0.3141
Net charge: 0
Gap between HOMO and LUMO (alpha / beta) in eV: 7.5 / 7.5

Structure (XYZ):
```
12
Properties=species:S:1:pos:R:3:nbo_charge:R:1
C 1.437 1.213 -0.860 -0.693
C 0.768 0.029 -0.267 0.128
C -0.521 -0.019 0.195 -0.358
C -1.314 1.179 0.084 -0.099
C -1.003 -1.275 0.730 -0.048
C -1.425 -2.312 1.180 -0.218
H 0.832 2.112 -0.728 0.266
H 2.435 1.338 -0.425 0.232
H 1.590 1.029 -1.931 0.243
H 1.358 -0.888 -0.226 0.201
H -2.346 0.913 0.385 0.110
H -1.791 -3.235 1.572 0.237
```

=====

Molecular formula: C6H6
Method: DFT, ωB97M-V/def2-TZVPD

Results
Energy above the lowest of the compared OMol25 structures with the same formula, charge and spin in kJ/mol: 546.8
Total energy in Eh: -232.01806
HOMO energy in Ha: -0.3674
Net charge: 0
Gap between HOMO and LUMO in eV: 9.8

Structure (XYZ):
```
12
Properties=species:S:1:pos:R:3:nbo_charge:R:1
C -1.685 0.392 0.032 -0.615
C -0.719 -0.418 -0.788 -0.356
C -0.855 -0.848 -2.013 0.250
C 0.606 -0.890 -0.180 -0.475
C 1.607 0.178 -0.095 -0.020
C 2.450 1.037 -0.057 -0.218
H -2.054 -0.211 0.870 0.224
H -1.186 1.277 0.439 0.233
H -2.544 0.716 -0.561 0.232
H 1.021 -1.719 -0.764 0.259
H 0.389 -1.292 0.818 0.247
H 3.205 1.792 -0.031 0.239
```

=====

The highest energy above the lowest of the compared OMol25 structures with the same formula, charge and spin belongs to which entry? number 1